This record from the OMol25 dataset describes a molecular structure, C78H100F4N6O38S10 in a non-equilibrium geometry. The level of theory is ωB97M-V/def2-TZVPD.

Positions of all 236 atoms, in Å:
C1 3.04709 -4.41752 -1.72133
N1 3.48123 -2.99807 -1.78236
C2 2.79319 -2.08462 -2.51802
C3 3.14169 -0.73475 -2.54744
C4 4.19045 -0.34526 -1.69539
C5 4.92785 -1.25044 -0.96053
C6 4.51947 -2.57411 -1.04929
C7 4.46583 1.09137 -1.56984
C8 3.45808 2.02599 -1.77880
C9 3.68013 3.38143 -1.81851
N2 4.92244 3.83917 -1.54343
C10 5.89341 2.96889 -1.26432
C11 5.68854 1.61209 -1.30553
C12 5.06743 5.32458 -1.51934
H1 3.40974 -4.73275 -0.73400
H2 3.55094 -5.01277 -2.52016
H3 1.98774 -4.37387 -1.85311
H4 1.87506 -2.54867 -2.98174
H5 2.54643 -0.01491 -3.03914
H6 5.75327 -0.91060 -0.27234
H7 5.10283 -3.40699 -0.56096
H8 2.47989 1.74669 -2.06703
H9 2.88347 4.09660 -2.05597
H10 6.85474 3.40888 -1.02077
H11 6.59320 1.00586 -1.09795
H12 4.64635 5.67592 -0.55244
H13 4.48715 5.70277 -2.36790
H14 6.14327 5.51840 -1.56608
C13 2.46907 1.61058 2.01004
N3 1.85451 0.86743 3.11202
C14 0.54105 1.25297 3.37309
C15 -0.03143 0.72119 4.48612
C16 0.81346 -0.03919 5.31962
C17 2.04783 -0.48968 4.96059
C18 2.57586 -0.01282 3.77253
C19 0.22544 -0.46066 6.59075
C20 0.32436 -1.75838 7.13507
C21 -0.42243 -2.17328 8.22005
N4 -1.29986 -1.36937 8.89129
C22 -1.40913 -0.09745 8.39056
C23 -0.66750 0.36096 7.30744
C24 -2.26767 -1.75136 9.92305
H15 2.40851 2.68941 2.26113
H16 2.04117 1.41763 1.07248
H17 3.57621 1.34284 2.08966
H18 0.07366 1.98446 2.69630
H19 -1.00988 1.01465 4.92778
H20 2.64255 -1.18863 5.50010
H21 3.62546 -0.22294 3.48762
H22 0.91739 -2.55453 6.57318
H23 -0.30890 -3.16851 8.61417
H24 -2.08600 0.57057 8.91705
H25 -0.84668 1.34430 6.94926
H26 -2.90372 -0.89031 10.04030
H27 -1.88062 -1.90760 10.90621
H28 -2.78948 -2.64815 9.51468
N5 6.21447 -2.78373 2.54093
S1 4.79322 -3.35786 2.50777
O1 4.08583 -3.33116 3.70899
O2 4.81233 -4.66045 1.78897
F1 4.05743 -2.34429 1.65447
S2 6.65539 -1.18467 2.53713
O3 5.73537 -0.48154 1.63718
O4 8.05806 -0.93265 2.35233
F2 6.33305 -0.68942 4.00182
N6 0.38117 -0.21419 0.17845
S3 0.05463 -1.68643 0.75736
O5 -1.26283 -2.15875 0.73714
O6 0.90488 -1.76287 1.90487
F3 0.88590 -2.67318 -0.25186
S4 -0.38543 0.03105 -1.20768
O7 -1.75467 0.44989 -1.19174
O8 -0.04173 -0.83732 -2.34834
F4 0.44131 1.37217 -1.54536
C25 -0.96112 -2.21629 -4.78550
C26 -2.18898 -1.96595 -5.23538
C27 -3.30099 -2.97607 -5.22301
O9 -4.46037 -2.76967 -5.65018
C28 -2.93109 -4.43851 -4.78762
C29 -1.70738 -4.71204 -4.41587
C30 -0.63103 -3.63473 -4.35661
O10 0.41385 -3.95086 -3.91294
H29 -0.17501 -1.48349 -4.69114
H30 -2.56902 -1.01386 -5.52753
H31 -3.70634 -5.17922 -4.82835
H32 -1.36043 -5.71026 -4.12486
C31 -3.17045 4.58216 -4.74562
C32 -2.97277 3.59473 -5.61869
C33 -2.28371 2.33590 -5.27684
O11 -2.15855 1.44411 -6.05130
C34 -1.75875 2.16615 -3.84959
C35 -1.93110 3.13612 -2.99095
C36 -2.70185 4.35753 -3.34434
O12 -2.87156 5.23356 -2.51738
H33 -3.70936 5.47979 -5.04827
H34 -3.49418 3.58207 -6.59429
H35 -1.15387 1.30158 -3.70986
H36 -1.67800 3.11350 -1.92408
C37 1.96825 -7.12725 4.56938
C38 1.88322 -5.84262 4.86638
C39 0.56668 -5.08585 4.68565
O13 0.31510 -3.92882 5.05430
C40 -0.56485 -5.84052 4.19825
C41 -0.46506 -7.08517 3.77961
C42 0.85309 -7.81751 3.83083
O14 0.98466 -8.88354 3.26228
H37 2.84191 -7.71029 4.74126
H38 2.64477 -5.23408 5.37407
H39 -1.47409 -5.29941 4.04985
H40 -1.27158 -7.64803 3.31095
C43 1.16490 6.14940 -5.95471
C44 0.34155 6.26573 -7.04009
C45 0.97633 6.15840 -8.44430
O15 0.35608 6.58902 -9.35736
C46 2.35146 5.73103 -8.48045
C47 3.14705 5.63434 -7.41116
C48 2.62036 5.87569 -6.06071
O16 3.23416 5.69035 -5.04022
H41 0.76787 6.11371 -4.94021
H42 -0.70354 6.55085 -6.89510
H43 2.64331 5.43499 -9.48557
H44 4.14809 5.24870 -7.42063
C49 1.01924 -7.68350 -1.15806
C50 2.05190 -7.94453 -1.93050
C51 3.42148 -7.46493 -1.56867
O17 4.31523 -7.36529 -2.37800
C52 3.60770 -7.21700 -0.08949
C53 2.59927 -6.81346 0.66689
C54 1.16221 -6.96000 0.13979
O18 0.24373 -6.63859 0.83749
H45 -0.04659 -7.69633 -1.43728
H46 2.03731 -8.57160 -2.81666
H47 4.55062 -7.44377 0.36224
H48 2.67158 -6.73334 1.71946
C55 -3.43061 2.46204 0.42108
C56 -4.66923 1.96448 0.18119
C57 -5.08420 0.76945 0.93887
O19 -6.23662 0.35919 0.86109
C58 -4.21960 0.11618 1.88242
C59 -2.94270 0.55763 2.01950
C60 -2.52542 1.74377 1.31473
O20 -1.44045 2.32224 1.58421
H49 -3.14312 3.39736 -0.08337
H50 -5.34578 2.33854 -0.53320
H51 -4.68103 -0.59788 2.48993
H52 -2.21814 0.13352 2.66332
O21 -3.76451 8.08767 2.25925
S5 -2.85405 8.63878 1.29598
O22 -1.55634 9.00233 1.80060
O23 -2.77370 7.56466 0.13227
C61 -2.58342 6.24367 0.52482
C62 -1.20864 5.75149 0.26932
C63 -3.50479 10.08342 0.44602
H53 -3.38035 5.69452 0.02175
H54 -2.93966 6.18497 1.56458
H55 -0.90223 6.10538 -0.76175
H56 -1.29226 4.69350 0.17470
H57 -0.61120 5.98906 1.10590
H58 -3.07248 10.10296 -0.52821
H59 -2.90890 10.85691 0.95697
H60 -4.57426 10.19048 0.60340
O24 3.89180 0.62028 -5.91479
S6 2.65183 0.01687 -6.22412
O25 1.92991 -0.75991 -5.26918
O26 1.79319 1.25999 -6.80243
C64 0.60092 0.75193 -7.62612
C65 0.04762 2.01553 -8.35140
C66 2.98185 -1.10438 -7.64090
H61 -0.05728 0.23830 -6.93058
H62 0.95880 -0.00807 -8.30623
H63 -0.57776 2.60187 -7.66551
H64 -0.65665 1.69123 -9.09470
H65 0.90536 2.58800 -8.74475
H66 3.61654 -1.90967 -7.26803
H67 3.47465 -0.59490 -8.52993
H68 2.02007 -1.59066 -7.88534
O27 -4.22247 0.42772 7.49667
S7 -4.01261 0.56834 6.08163
O28 -3.14993 1.62619 5.66757
O29 -3.34122 -0.79202 5.50216
C67 -4.09682 -1.99932 5.55893
C68 -3.12776 -3.04430 5.95209
C69 -5.59783 0.64364 5.33154
H69 -4.47055 -2.16596 4.56915
H70 -4.97167 -1.89263 6.21484
H71 -3.50979 -4.03338 5.67570
H72 -2.94486 -3.00290 7.01217
H73 -2.21997 -2.87860 5.38733
H74 -6.21750 -0.19935 5.70683
H75 -5.52050 0.66185 4.24174
H76 -6.11716 1.51067 5.72175
O30 4.57502 2.97856 3.94142
S8 5.50713 3.54817 3.07755
O31 5.26614 3.50050 1.64841
O32 5.74645 5.04890 3.54261
C70 5.68335 6.08450 2.51476
C71 4.31105 6.12932 2.00271
C72 7.09164 2.81299 3.46800
H77 6.48318 5.86821 1.82409
H78 5.88601 6.94764 3.16800
H79 3.95051 5.35563 1.35891
H80 4.17180 7.09873 1.46846
H81 3.61190 6.31917 2.81336
H82 7.08212 2.64854 4.58207
H83 7.88329 3.38123 3.06809
H84 7.10807 1.80512 2.93822
O33 -3.78239 -2.62633 -2.37992
S9 -4.74217 -1.63222 -2.10240
O34 -4.53263 -0.96795 -0.83209
O35 -4.67489 -0.52638 -3.22328
C73 -4.94960 0.80716 -2.84008
C74 -5.16936 1.64592 -4.02138
C75 -6.42248 -2.07018 -2.32467
H85 -4.02872 1.09490 -2.36288
H86 -5.73602 0.97044 -2.11347
H87 -4.41186 1.37335 -4.72891
H88 -5.12471 2.71866 -3.79728
H89 -6.16706 1.47158 -4.37995
H90 -6.97698 -1.14973 -2.19331
H91 -6.62240 -2.80305 -1.52249
H92 -6.56011 -2.58116 -3.30636
O36 -5.51941 -6.08154 2.98747
S10 -4.78602 -5.00703 2.39231
O37 -4.22911 -3.91492 3.14968
O38 -3.65024 -5.71192 1.54192
C76 -2.64003 -4.86901 0.90689
C77 -2.61785 -5.23246 -0.56403
C78 -5.82589 -4.28405 1.13601
H93 -1.73263 -5.01185 1.42153
H94 -2.87311 -3.80666 0.96543
H95 -2.32741 -6.25397 -0.82005
H96 -2.09473 -4.48495 -1.16638
H97 -3.67029 -5.16008 -0.84111
H98 -6.52779 -3.60771 1.64492
H99 -6.23509 -5.10134 0.57616
H100 -5.19705 -3.60244 0.53942

## Properties
LUMO = -0.2017 Eh
HOMO = -0.4683 Ha
Total charge = +2
HOMO-LUMO gap = 7.25 eV
Max |F| = 4.95 eV Å⁻¹